No. 1
This record from the Open Molecules 2025 dataset describes a 9-piece molecular cluster, C13H44O9 overall at a distorted geometry. The level of theory is wB97M-V/def2-TZVPD.

Structure (XYZ):
```
66
C13H44O9, DFT wB97M-V/def2-TZVPD
C -4.396 -1.906 0.059
C -3.046 -2.467 0.413
O -2.977 -3.890 0.351
H -5.041 -2.048 0.934
H -4.814 -2.372 -0.820
H -4.407 -0.798 -0.119
H -2.914 -2.502 1.534
H -2.192 -2.079 -0.198
H -2.076 -4.194 0.396
C 0.767 5.248 2.444
C 1.143 4.237 1.417
O 0.046 4.045 0.451
H -0.063 4.933 3.018
H 0.379 6.171 2.003
H 1.502 5.500 3.129
H 1.440 3.315 1.862
H 2.018 4.615 0.825
H 0.050 4.789 -0.133
C 0.063 -1.167 -3.216
C 1.319 -0.773 -3.927
O 2.323 -1.635 -3.519
H 0.252 -1.074 -2.116
H -0.199 -2.232 -3.366
H -0.791 -0.544 -3.347
H 1.599 0.224 -3.448
H 1.304 -0.671 -5.083
H 3.105 -1.065 -3.348
C -0.513 -0.576 1.290
C 0.323 0.783 1.378
O 1.641 0.389 1.654
H -1.604 -0.334 1.329
H -0.299 -1.233 2.186
H -0.197 -1.171 0.382
H -0.041 1.374 2.205
H 0.312 1.389 0.405
H 2.244 0.980 1.283
C 3.868 1.495 -0.251
O 3.069 0.734 -1.086
H 3.707 2.555 -0.397
H 4.845 1.417 -0.654
H 3.773 1.405 0.751
H 3.495 -0.166 -1.310
C 0.245 -5.047 -0.344
O -0.424 -3.816 -0.309
H 1.024 -4.916 0.342
H 0.689 -5.415 -1.225
H -0.399 -5.799 -0.018
H 0.263 -3.166 -0.343
C -2.518 2.511 2.082
O -2.643 3.302 0.889
H -1.503 2.583 2.560
H -2.519 1.411 1.690
H -3.372 2.779 2.824
H -1.818 3.535 0.538
C 3.114 -2.647 0.895
O 2.189 -1.989 0.035
H 3.900 -1.989 1.225
H 3.514 -3.622 0.531
H 2.607 -2.948 1.815
H 1.911 -1.270 0.601
C -2.351 0.824 -1.229
O -2.425 1.569 -2.371
H -1.335 0.851 -0.739
H -2.410 -0.165 -1.552
H -3.212 1.092 -0.574
H -1.524 1.604 -2.660
```

- Relative energy (zero: lowest compared OMol25 entry of this formula, charge and spin): 139.4 kcal/mol
- E: -32615.787 eV
- Frontier orbital gap: 0.336 Ha
- SMILES: CCO.CCO.CCO.CCO.CO.CO.CO.CO.CO

No. 2
This record from the Open Molecules 2025 dataset describes C39H27N3PtS2Te as an isolated structure. The level of theory is wB97M-V/def2-TZVPD.

Structure (XYZ):
```
73
C39H27N3PtS2Te, DFT wB97M-V/def2-TZVPD
Pt -0.715 0.802 0.071
S 4.102 -1.375 2.854
C 5.754 -1.641 3.185
C 6.505 -0.527 2.964
C 5.724 0.572 2.530
C 4.394 0.267 2.427
C 3.313 1.159 2.016
C 2.162 0.643 1.388
N 1.165 1.411 0.995
C 1.224 2.749 1.178
C 2.323 3.358 1.787
C 2.312 4.786 1.958
C 1.267 5.528 1.537
C 0.126 4.918 0.906
C -0.982 5.640 0.442
C -2.047 4.989 -0.154
C -1.970 3.589 -0.269
N -0.928 2.889 0.148
C 0.117 3.534 0.730
C -3.232 5.687 -0.647
C -4.034 5.329 -1.699
C -5.091 6.245 -1.915
C -5.073 7.274 -1.022
S -3.779 7.146 0.080
C 3.369 2.527 2.215
H 6.084 -2.607 3.530
H 7.574 -0.492 3.108
H 6.136 1.540 2.281
H 2.062 -0.420 1.199
H 3.164 5.254 2.434
H 1.265 6.602 1.670
H -0.995 6.719 0.543
H -2.793 3.033 -0.701
H -3.854 4.462 -2.320
H -5.828 6.149 -2.698
H -5.759 8.102 -0.950
H 4.223 2.962 2.720
Te 0.365 0.596 -2.416
C -1.064 -0.581 -3.327
C -0.763 -1.100 -4.592
C -1.689 -1.902 -5.236
C -2.909 -2.178 -4.632
C -3.213 -1.655 -3.379
C -2.295 -0.859 -2.721
H 0.185 -0.883 -5.067
H -1.462 -2.308 -6.213
H -3.631 -2.801 -5.142
H -4.168 -1.870 -2.919
H -2.533 -0.456 -1.744
N -0.885 -1.163 0.288
C -1.320 -2.162 0.925
C -2.037 -1.910 2.204
C -3.229 -2.581 2.468
C -3.919 -2.308 3.637
C -3.417 -1.385 4.545
C -2.223 -0.725 4.288
C -1.534 -0.979 3.113
C -1.134 -3.527 0.392
C -1.057 -3.727 -0.987
C -0.860 -5.002 -1.484
C -0.727 -6.074 -0.609
C -0.797 -5.875 0.763
C -1.007 -4.602 1.269
H -3.611 -3.306 1.761
H -4.847 -2.824 3.845
H -3.955 -1.186 5.462
H -1.824 -0.024 5.008
H -0.584 -0.494 2.922
H -1.184 -2.888 -1.661
H -0.816 -5.167 -2.552
H -0.572 -7.071 -1.000
H -0.691 -6.711 1.440
H -1.061 -4.443 2.338
```

- Charge: +2
- E: -77546.824 eV
- Frontier orbital gap (spin up / spin down): 0.257 / 0.180 Ha
- Multiplicity: 5

Number 1: molar mass 344.49 g mol⁻¹. Number 2: molar mass 924.48 g mol⁻¹.